# 1
The following is a DFT calculation (the ωB97M-V functional and the def2-TZVPD basis) of C21H27AuN3OSb2Se4Si as an isolated structure.

Cartesian coordinates (Å):
Au -0.729 0.544 0.520
C -1.450 -3.986 1.611
C -0.021 -3.586 1.399
C 0.879 -4.411 0.729
C 2.189 -3.997 0.572
C 2.572 -2.768 1.087
C 1.610 -2.001 1.735
N 0.349 -2.400 1.894
Sb 2.151 -0.138 2.663
C 0.160 0.326 3.356
C 0.026 0.353 4.733
C -1.216 0.576 5.307
C -2.301 0.778 4.481
C -2.132 0.759 3.104
C -3.289 0.986 2.181
N -0.920 0.534 2.566
C 2.209 1.115 0.914
C 2.669 0.722 -0.336
C 2.843 1.701 -1.306
C 2.555 3.017 -0.987
C 2.087 3.328 0.290
C 1.780 4.740 0.691
N 1.910 2.384 1.218
H -1.718 -4.861 1.021
H -2.114 -3.161 1.351
H -1.619 -4.217 2.664
H 0.553 -5.367 0.342
H 2.906 -4.630 0.063
H 3.596 -2.425 1.002
H 0.899 0.199 5.354
H -1.334 0.594 6.382
H -3.287 0.957 4.887
H -4.205 1.153 2.743
H -3.430 0.119 1.534
H -3.109 1.854 1.545
H 2.894 -0.318 -0.540
H 3.206 1.446 -2.294
H 2.693 3.806 -1.716
H 1.713 5.396 -0.176
H 2.561 5.123 1.350
H 0.843 4.774 1.246
C 0.728 -0.072 -3.973
Si -0.571 -0.565 -2.742
C -0.101 -2.001 -1.667
C -2.237 -0.857 -3.491
O -0.714 0.736 -1.599
H 0.675 -0.713 -4.856
H 1.725 -0.177 -3.539
H 0.630 0.962 -4.315
H 0.070 -2.880 -2.297
H -0.912 -2.251 -0.980
H 0.807 -1.829 -1.083
H -2.216 -1.806 -4.036
H -2.549 -0.087 -4.197
H -2.998 -0.940 -2.711
Se -3.022 1.480 -6.966
Sb -1.612 2.761 -5.628
Se -2.513 2.897 -3.216
Se 0.454 3.794 -5.857
Se -0.621 2.529 -2.028

As for the net charge: +1. The calculation puts the HOMO energy at -11.21 eV. As for the HOMO-LUMO gap: 0.255 hartree. As for the spin multiplicity: 1. For the LUMO energy, the calculation gives -4.273 eV.

# 2
The following is a DFT calculation (the ωB97M-V functional and the def2-TZVPD basis) of C21H27BFeN6S as an isolated structure.

Cartesian coordinates (Å):
Fe -0.009 -0.290 -0.320
C -0.003 3.567 -1.674
C 0.000 3.119 -0.250
C 0.006 3.893 0.921
C 0.007 2.989 1.965
C 0.012 3.233 3.436
N 0.003 1.755 1.425
N -0.001 1.836 0.064
B -0.003 0.378 2.093
N 1.321 -0.402 1.642
N 1.966 -0.058 0.465
C 3.117 -0.713 0.463
C 4.043 -0.613 -0.701
C 3.262 -1.451 1.643
C 2.101 -1.243 2.358
C 1.727 -1.811 3.682
N -1.343 -0.380 1.656
N -1.978 -0.050 0.470
C -3.138 -0.690 0.476
C -4.058 -0.600 -0.694
C -3.299 -1.400 1.670
C -2.138 -1.193 2.387
C -1.784 -1.728 3.730
H -0.002 4.654 -1.732
H -0.887 3.198 -2.195
H 0.876 3.195 -2.201
H 0.008 4.967 0.994
H 0.016 4.304 3.628
H 0.893 2.795 3.907
H -0.869 2.802 3.912
H 0.003 0.470 3.283
H 3.624 0.049 -1.456
H 4.198 -1.593 -1.153
H 5.015 -0.225 -0.395
H 4.095 -2.069 1.934
H 2.607 -2.246 4.151
H 0.987 -2.602 3.567
H 1.315 -1.052 4.345
H -3.626 0.042 -1.460
H -5.025 -0.192 -0.400
H -4.224 -1.586 -1.128
H -4.142 -1.998 1.971
H -2.672 -2.153 4.194
H -1.387 -0.950 4.381
H -1.039 -2.518 3.652
S -0.012 -2.229 -1.499
C 0.006 -3.587 -0.361
C 1.207 -4.201 -0.009
C 1.219 -5.283 0.859
C 0.033 -5.769 1.392
C -1.167 -5.163 1.045
C -1.181 -4.081 0.177
H 2.132 -3.822 -0.426
H 2.161 -5.751 1.117
H 0.043 -6.612 2.071
H -2.100 -5.536 1.450
H -2.117 -3.607 -0.094

The calculation puts the HOMO energy (alpha / beta) at -7.43 / -7.71 eV. As for the HOMO-LUMO gap (alpha / beta): 0.295 / 0.302 hartree. As for the spin multiplicity: 5. As for the expectation value of S²: 6.013. For the LUMO energy (alpha / beta), the calculation gives 0.597 / 0.521 eV.

# 3
The following is a DFT calculation (the ωB97M-V functional and the def2-TZVPD basis) of C21H27ClN4O as an isolated structure.

Cartesian coordinates (Å):
O -0.490 -5.913 -0.128
C -0.603 -5.094 -0.938
N -0.353 -3.812 -0.523
C 0.124 -3.219 0.599
C 0.674 -3.832 1.567
C 0.874 -2.773 2.589
N 0.568 -1.534 2.058
N 0.351 -1.831 0.926
C 0.063 -0.669 0.084
C 1.258 -0.284 -0.686
C 0.996 1.016 -1.239
N 0.546 2.173 -0.563
C -0.702 1.707 -0.201
C -0.644 0.393 0.962
H -1.457 0.161 1.268
H -0.071 0.719 1.713
H -1.601 1.475 -0.945
H -1.246 2.562 0.561
C 1.454 2.625 0.282
C 0.715 4.082 0.765
C 0.347 4.999 -0.218
C -0.395 6.252 0.344
C -0.236 6.477 1.663
C 0.201 5.682 2.555
C 1.131 4.382 2.169
H 1.315 3.659 2.757
H 0.382 5.948 3.331
Cl -0.781 7.944 2.214
H -0.811 6.933 -0.506
H 0.135 4.646 -1.292
H 2.349 2.909 -0.272
H 1.788 2.177 1.050
H 0.254 0.742 -2.210
H 1.918 1.411 -2.036
H 1.995 -0.013 0.082
H 1.626 -1.143 -1.096
H -0.600 -1.038 -0.725
H 1.080 -2.959 3.691
H 0.565 -4.911 1.946
H -0.654 -2.863 -1.104
C -1.271 -5.163 -2.394
H -2.241 -4.400 -2.280
C -0.064 -4.510 -3.336
H 0.905 -4.520 -2.962
H -0.157 -3.528 -3.626
C -0.036 -5.795 -4.542
C -0.349 -7.012 -3.801
H 0.555 -7.353 -3.325
C -1.260 -6.625 -2.606
H -2.400 -6.570 -3.018
H -1.282 -7.230 -1.744
H -0.546 -7.810 -4.304
H -0.755 -5.664 -5.135
H 0.786 -5.716 -5.084

The calculation puts the HOMO energy at -7.86 eV. As for the HOMO-LUMO gap: 0.285 hartree. As for the spin multiplicity: 1. For the LUMO energy, the calculation gives -0.104 eV.